No. 1
Below is a cluster of 2 separate species, C3H10NO3 in total, with properties calculated with ωB97M-V/def2-TZVPD.

Output
- Energy relative to the best compared isomer or geometry (same formula, charge and spin): 0.9540 eV
- Charge: -1
- M: 108.1 g/mol
- Total energy: -400.7524 Eh
- HOMO: -0.10783 Eh

Last column: Mulliken charge in e.
Atoms and positions in Å:
N: 2.008 -0.071 -0.201  -0.73
C: 0.657 -0.640 -0.405  0.10
C: -0.157 0.103 -1.377  -0.49
O: 0.422 0.245 -2.704  -0.56
C: -0.052 -0.589 1.162  -0.60
O: 0.424 0.307 1.972  -0.82
H: 1.880 0.912 0.048  0.29
H: 2.311 -0.510 0.662  0.30
H: 0.783 -1.741 -0.542  0.24
H: -1.125 -0.329 -1.473  0.30
H: -0.318 1.154 -1.091  0.14
H: 1.251 -0.235 -2.682  0.35
H: -1.146 -0.438 0.956  0.29
H: 0.119 -1.662 1.547  0.19
H: -2.243 0.962 2.162  0.34
H: -2.107 1.386 0.624  0.34
O: -2.707 1.145 1.342  -0.70

---

No. 2
Below is a cluster of 2 separate species, C3H7FO2 in total, with properties calculated with ωB97M-V/def2-TZVPD.

Output
- Energy relative to the best compared isomer or geometry (same formula, charge and spin): 2.5708 eV
- Charge: 0
- M: 94.1 g/mol
- Total energy: -368.7334 Eh
- HOMO: -0.29481 Eh

Last column: Mulliken charge in e.
Atoms and positions in Å:
C: 1.602 -0.859 0.130  -0.98
C: 0.369 -0.284 -0.603  0.00
C: -1.531 0.150 0.654  0.15
O: 0.579 0.948 -1.165  -0.50
O: -1.853 1.454 0.392  -0.45
F: -2.466 -0.733 0.172  -0.29
H: 1.494 -0.820 1.196  0.30
H: 2.485 -0.156 0.032  0.27
H: 1.715 -1.854 -0.172  0.31
H: 0.078 -0.998 -1.265  0.37
H: -1.480 0.134 1.736  0.21
H: 1.181 1.535 -0.597  0.30
H: -2.171 1.482 -0.511  0.32

---

No. 3
Below is an isolated molecule of C18H20N4O3S2, with properties calculated with ωB97M-V/def2-TZVPD.

Output
- SMILES: C=CCNc1nnc(S[C@H]2CC(=O)N(c3ccc(OCCC)cc3)C2=O)s1
- Energy relative to the best compared isomer or geometry (same formula, charge and spin): 21.2274 eV
- Charge: 0
- M: 404.5 g/mol
- Total energy: -1938.3184 Eh
- HOMO: -0.29202 Eh

Last column: Mulliken charge in e.
Atoms and positions in Å:
C: -1.779 1.927 0.489  -0.64
C: -3.128 1.869 0.870  -0.33
C: -3.996 0.630 0.718  -0.92
N: -4.192 0.040 1.908  -0.04
C: -3.390 -0.801 2.164  0.16
N: -2.336 -1.206 1.437  -1.00
N: -1.496 -1.973 2.069  0.44
C: -1.727 -2.431 3.170  0.38
S: -0.729 -3.414 4.181  -0.25
C: 0.698 -3.513 3.240  0.58
C: 0.805 -4.506 1.988  -1.19
C: 1.049 -3.647 0.670  0.36
O: 0.864 -3.943 -0.371  -0.34
N: 1.287 -2.342 1.300  0.28
C: 1.014 -2.203 2.529  -0.15
O: 1.268 -0.985 3.269  -0.71
C: 1.245 -1.097 0.453  0.26
C: 0.516 -0.951 -0.662  -1.29
C: 0.663 -0.122 -1.511  0.63
C: 1.720 1.056 -1.246  0.54
C: 2.450 0.815 -0.306  -0.26
C: 2.544 -0.141 0.644  -0.92
H: 3.138 -0.387 1.502  0.48
H: 3.368 1.701 0.034  0.01
O: 1.862 1.869 -2.230  -0.24
C: 0.981 2.266 -3.128  -0.41
C: 1.308 3.716 -3.840  -1.51
C: 2.961 3.331 -4.462  -1.14
H: 3.232 4.532 -4.878  0.23
H: 2.831 2.745 -5.164  0.48
H: 3.628 3.066 -3.724  0.38
H: 1.417 4.372 -3.214  0.67
H: 0.775 3.861 -4.592  0.61
H: 0.965 1.564 -3.911  0.46
H: -0.093 2.493 -2.881  0.31
H: 0.130 0.013 -2.325  0.76
H: -0.340 -1.901 -0.962  -0.04
H: 1.383 -5.173 2.262  0.70
H: -0.367 -4.788 1.892  0.26
H: 1.731 -3.758 3.886  0.36
S: -3.055 -1.307 4.081  -0.25
H: -4.379 0.746 2.696  0.39
H: -4.989 1.218 0.281  0.28
H: -3.705 0.199 -0.117  0.59
H: -3.414 2.821 1.111  0.43
H: -1.242 2.674 0.647  0.60
H: -1.478 1.062 0.034  0.00

---

No. 4
Below is a cluster of 3 separate species, C21H23FNO14P in total, with properties calculated with ωB97M-V/def2-TZVPD.

Output
- SMILES: C[C@H](O)CO[PH](CCOC=O)(CC(=O)F)OC#N.O=C1C=C(O)C(=O)C=C1O.O=C1C=C(O)C(=O)C=C1O
- Charge: 0
- M: 563.4 g/mol
- Total energy: -2363.2793 Eh
- HOMO: -0.34088 Eh

Last column: Mulliken charge in e.
Atoms and positions in Å:
C: -2.395 -1.534 3.641  -1.09
C: -1.221 -1.951 2.642  0.44
O: -1.737 -3.054 1.882  -0.53
C: -0.029 -2.436 3.547  -0.78
O: 1.245 -2.582 2.929  -0.62
P: 1.787 -1.312 1.931  0.87
C: 3.472 -2.140 1.907  -0.82
C: 4.625 -1.326 1.261  -0.63
O: 4.983 -0.146 2.014  -0.23
C: 5.458 0.874 1.202  0.04
O: 4.783 1.486 0.446  -0.36
C: 1.442 0.036 3.169  -0.38
C: 2.191 1.374 2.964  0.30
O: 3.157 1.591 3.596  -0.46
F: 1.765 2.369 2.133  -0.26
O: 2.293 -0.025 0.786  -0.59
C: 1.890 -0.345 -0.421  0.55
N: 1.613 -0.634 -1.491  -0.57
H: -2.956 -2.408 4.036  0.49
H: -3.037 -0.787 3.092  0.00
H: -1.939 -0.969 4.499  0.31
H: -1.031 -1.048 2.028  0.33
H: -2.133 -3.670 2.520  0.43
H: -0.323 -3.472 3.875  0.40
H: -0.018 -1.857 4.511  0.27
H: 0.897 -1.748 0.899  0.10
H: 3.371 -3.080 1.303  0.34
H: 3.723 -2.477 2.940  0.44
H: 4.492 -1.124 0.169  0.36
H: 5.535 -1.990 1.307  0.40
H: 6.538 1.152 1.330  0.37
H: 0.347 0.284 3.198  0.31
H: 1.698 -0.334 4.186  0.46
C: -3.279 2.069 -0.048  -1.14
C: -3.507 3.373 -0.237  0.38
C: -4.477 4.129 0.614  0.91
O: -4.639 5.319 0.418  -0.61
C: -5.198 3.394 1.652  -0.89
C: -4.972 2.090 1.839  0.33
C: -3.982 1.342 1.005  1.04
O: -3.795 0.157 1.224  -0.63
O: -5.622 1.390 2.784  -0.59
O: -2.878 4.066 -1.198  -0.56
H: -2.578 1.511 -0.655  0.61
H: -5.909 3.947 2.250  0.42
H: -5.281 0.477 2.715  0.36
H: -3.214 4.980 -1.126  0.35
C: 0.288 -0.415 -7.490  -0.99
C: -0.700 -0.355 -6.592  0.39
C: -0.419 -0.276 -5.125  0.93
O: -1.353 -0.203 -4.346  -0.63
C: 0.976 -0.295 -4.690  -0.84
C: 1.963 -0.359 -5.589  0.24
C: 1.684 -0.410 -7.056  0.89
O: 2.616 -0.449 -7.840  -0.63
O: 3.256 -0.380 -5.218  -0.55
O: -1.992 -0.360 -6.962  -0.58
H: 0.098 -0.470 -8.553  0.41
H: 1.165 -0.255 -3.625  0.75
H: 3.765 -0.426 -6.049  0.35
H: -2.501 -0.307 -6.131  0.35

---

No. 5
Below is a structure of composition C3H4LiO3V, with properties calculated with ωB97M-V/def2-TZVPD.

Output
- Multiplicity: 4
- ⟨S²⟩: 3.772
- Energy relative to the best compared isomer or geometry (same formula, charge and spin): 0.0000 eV
- Charge: +1
- M: 145.9 g/mol
- Total energy: -1293.7281 Eh
- HOMO (alpha / beta): -0.48199 / -0.48496 Eh

Last column: Löwdin spin population.
Atoms and positions in Å:
O: -0.549 -0.705 0.769  0.00
C: -1.471 0.117 0.313  0.01
C: 0.880 -0.444 0.679  0.01
O: -2.661 -0.117 0.565  0.00
O: -1.152 1.159 -0.384  0.04
C: 1.456 -0.454 -0.711  -0.04
H: 1.324 -1.146 1.396  0.00
H: 1.069 0.601 1.147  0.00
H: 1.299 -1.422 -1.211  0.00
H: 2.537 -0.263 -0.618  0.00
V: 0.413 1.188 -1.482  2.97
Li: -3.145 1.486 -0.462  0.01

---

No. 6
Below is a cluster of 2 separate species, CH4OS2 in total, with properties calculated with ωB97M-V/def2-TZVPD.

Output
- SMILES: OC=S.S
- Energy relative to the best compared isomer or geometry (same formula, charge and spin): 0.4170 eV
- Charge: 0
- M: 96.2 g/mol
- Total energy: -912.0762 Eh
- HOMO: -0.32416 Eh

Last column: Mulliken charge in e.
Atoms and positions in Å:
C: 1.831 -0.441 -0.293  0.09
O: 0.863 -1.339 -0.220  -0.32
S: -1.715 0.826 0.134  -0.37
S: 1.600 1.108 0.197  -0.33
H: 2.774 -0.926 -0.516  0.32
H: -0.040 -0.886 0.083  0.25
H: -2.549 0.718 1.305  0.19
H: -2.765 0.939 -0.690  0.17

---

Q: Number 3 is which compound?
A: C18H20N4O3S2

---

Q: The lowest total energy belongs to which entry?
A: C21H23FNO14P

---

Q: Which formula does entry 4 have?
A: C21H23FNO14P

---

Q: Among the records above, which one has the highest charge?
A: C3H4LiO3V